# 1
Entry from the Open Molecules 2025 dataset: a structure of composition C42H35N5O3S3Ti (wB97M-V/def2-TZVPD).

Cartesian coordinates (Å):
Ti (1.091, -1.210, -2.358)
N (0.687, 0.649, -2.024)
S (-0.552, 1.372, -1.616)
N (-1.578, 0.608, -0.632)
S (-1.303, 0.321, 0.872)
N (0.125, -0.074, 1.347)
S (0.851, -1.452, 0.887)
N (0.867, -1.823, -0.542)
C (0.124, -2.747, 1.852)
C (-0.584, -3.726, 1.172)
C (-1.171, -4.745, 1.908)
C (-1.026, -4.777, 3.289)
C (-0.300, -3.791, 3.950)
C (0.282, -2.761, 3.233)
C (2.456, -1.187, 1.572)
C (3.465, -1.976, 1.036)
C (4.749, -1.828, 1.532)
C (5.006, -0.910, 2.543)
C (3.981, -0.131, 3.069)
C (2.689, -0.264, 2.585)
C (-1.660, 1.733, 1.860)
C (-2.971, 2.193, 1.839)
C (-3.273, 3.345, 2.544)
C (-2.274, 4.015, 3.243)
C (-0.968, 3.542, 3.240)
C (-0.644, 2.390, 2.541)
C (-2.534, -0.874, 1.258)
C (-3.216, -1.533, 0.242)
C (-4.128, -2.515, 0.599)
C (-4.333, -2.821, 1.938)
C (-3.633, -2.152, 2.938)
C (-2.723, -1.167, 2.605)
C (-0.146, 2.915, -0.861)
C (1.165, 3.106, -0.451)
C (1.490, 4.302, 0.174)
C (0.515, 5.273, 0.364)
C (-0.793, 5.062, -0.062)
C (-1.137, 3.873, -0.680)
C (-1.630, 1.719, -2.965)
C (-3.012, 1.746, -2.813)
C (-3.788, 2.038, -3.923)
C (-3.184, 2.299, -5.147)
C (-1.800, 2.269, -5.276)
C (-1.007, 1.978, -4.180)
H (-0.658, -3.690, 0.092)
H (-1.726, -5.521, 1.399)
H (-1.470, -5.584, 3.856)
H (-0.179, -3.834, 5.024)
H (0.858, -1.994, 3.736)
H (3.252, -2.675, 0.237)
H (5.550, -2.429, 1.123)
H (6.011, -0.801, 2.927)
H (4.187, 0.580, 3.857)
H (1.881, 0.330, 2.986)
H (-3.740, 1.656, 1.298)
H (-4.289, 3.714, 2.557)
H (-2.519, 4.911, 3.797)
H (-0.196, 4.070, 3.784)
H (0.367, 2.013, 2.518)
H (-3.038, -1.282, -0.793)
H (-4.676, -3.039, -0.172)
H (-5.049, -3.586, 2.208)
H (-3.802, -2.396, 3.978)
H (-2.173, -0.635, 3.371)
H (1.904, 2.338, -0.634)
H (2.508, 4.482, 0.492)
H (0.778, 6.211, 0.835)
H (-1.542, 5.830, 0.077)
H (-2.147, 3.703, -1.032)
H (-3.467, 1.531, -1.857)
H (-4.866, 2.058, -3.832)
H (-3.797, 2.524, -6.009)
H (-1.337, 2.466, -6.232)
H (0.070, 1.935, -4.267)
C (5.774, -1.607, -3.132)
C (5.330, -0.612, -2.265)
C (3.975, -0.467, -2.020)
C (3.063, -1.322, -2.646)
C (3.513, -2.319, -3.515)
C (4.872, -2.459, -3.755)
H (6.833, -1.714, -3.327)
H (6.042, 0.051, -1.791)
H (3.627, 0.310, -1.348)
H (2.816, -2.988, -4.010)
H (5.226, -3.227, -4.430)
O (-1.552, -2.486, -4.518)
N (-0.529, -2.230, -3.989)
O (-0.063, -2.888, -2.974)
O (0.203, -1.211, -4.306)

Summary:
net charge	+2
ΔE to the lowest compared entry with this formula, charge and spin	0.137	eV
frontier orbital gap	8.4591	eV
E_LUMO	-5.42	eV
F_max	0.80	eV Å⁻¹
electronic energy	-4164.2593	Ha

Mulliken atomic charge list, values in e, 5 entries: Ti -0.36; N -0.42; S 2.15; N 0.40; S 0.89

# 2
Entry from the Open Molecules 2025 dataset: a structure of composition C42H35N8OSSnTe in a non-equilibrium geometry (wB97M-V/def2-TZVPD).

Cartesian coordinates (Å):
Sn (1.767, 2.690, -2.167)
C (6.296, 2.328, -1.401)
C (5.161, 2.793, -2.044)
N (4.022, 2.973, -1.304)
C (4.066, 2.806, -0.001)
C (5.224, 2.328, 0.608)
N (6.284, 2.067, -0.078)
C (2.865, 2.910, 0.800)
C (2.791, 2.636, 2.172)
C (1.556, 2.565, 2.850)
C (0.388, 2.865, 2.091)
C (0.537, 3.256, 0.765)
N (1.726, 3.156, 0.064)
C (-0.649, 3.457, -0.071)
C (-1.877, 3.873, 0.464)
N (-2.965, 3.903, -0.294)
C (-2.895, 3.423, -1.542)
C (-1.705, 2.924, -2.080)
N (-0.570, 2.936, -1.327)
C (1.409, 2.256, 4.302)
C (0.230, 2.688, 4.999)
C (0.104, 2.330, 6.328)
N (1.065, 1.663, 7.037)
C (2.116, 1.194, 6.391)
C (2.365, 1.543, 5.030)
H (7.235, 2.157, -1.876)
H (5.131, 3.139, -3.095)
H (5.305, 2.008, 1.647)
H (3.686, 2.414, 2.761)
H (-0.651, 2.575, 2.452)
H (-2.066, 4.271, 1.470)
H (-3.798, 3.568, -2.109)
H (-1.662, 2.546, -3.104)
H (-0.505, 3.272, 4.482)
H (-0.812, 2.600, 6.843)
H (2.906, 0.678, 6.934)
H (3.250, 1.162, 4.490)
S (1.387, 5.409, -3.167)
C (2.980, 5.326, -3.648)
N (4.135, 5.213, -3.997)
C (-6.487, -0.387, -3.338)
C (-5.229, -0.904, -2.769)
C (-4.663, -2.134, -3.213)
C (-3.561, -2.736, -2.586)
C (-3.008, -3.982, -3.176)
C (-2.878, -2.014, -1.552)
Te (-0.810, -2.726, -1.012)
N (-0.099, -0.762, -1.180)
C (1.179, -0.532, -1.381)
O (1.741, 0.603, -1.161)
C (2.164, -1.599, -1.797)
C (1.983, -2.380, -2.920)
C (2.964, -3.329, -3.270)
C (4.014, -3.617, -2.364)
C (4.183, -2.809, -1.237)
C (3.240, -1.839, -0.970)
C (-1.147, -3.002, 1.037)
C (-0.605, -2.020, 1.861)
C (-0.340, -2.310, 3.261)
C (-0.713, -3.536, 3.806)
C (-1.513, -4.427, 3.020)
C (-1.749, -4.156, 1.647)
C (-2.640, -5.107, 0.931)
C (-3.361, -0.749, -1.169)
C (-2.784, 0.057, -0.018)
C (-4.551, -0.301, -1.736)
H (-6.262, -0.038, -4.315)
H (-6.875, 0.422, -2.665)
H (-7.187, -1.248, -3.296)
H (-5.116, -2.676, -4.092)
H (-3.593, -4.182, -4.128)
H (-2.960, -4.834, -2.468)
H (-1.961, -3.728, -3.492)
H (1.090, -2.165, -3.608)
H (2.859, -3.834, -4.252)
H (4.680, -4.459, -2.608)
H (4.961, -3.019, -0.532)
H (3.400, -1.094, -0.193)
H (-0.430, -1.062, 1.501)
H (0.146, -1.515, 3.852)
H (-0.511, -3.785, 4.873)
H (-1.910, -5.382, 3.453)
H (-3.327, -5.615, 1.675)
H (-2.026, -5.931, 0.455)
H (-3.197, -4.569, 0.202)
H (-1.771, 0.362, -0.235)
H (-2.838, -0.511, 0.930)
H (-3.463, 0.940, 0.110)
H (-4.873, 0.720, -1.558)

Summary:
net charge	+2
frontier orbital gap (spin up / spin down)	6.6029 / 4.5913	eV
E_LUMO (spin up / spin down)	-6.79 / -8.80	eV
F_max	5.18	eV Å⁻¹
multiplicity	2
electronic energy	-3014.6351	Ha

Mulliken atomic charge list, values in e, 5 entries: Sn 0.75; C -0.51; C -0.17; N -0.08; C 0.39

# 3
Entry from the Open Molecules 2025 dataset: a structure of composition C42H36FN4O8PtSb in a non-equilibrium geometry (wB97M-V/def2-TZVPD).

Cartesian coordinates (Å):
Pt (0.217, -1.549, -0.414)
O (-3.990, -2.572, -4.539)
C (-3.010, -2.384, -3.658)
C (-1.683, -2.127, -4.029)
C (-0.749, -1.963, -3.036)
N (-1.096, -2.072, -1.761)
C (-2.358, -2.242, -1.376)
C (-3.357, -2.417, -2.298)
C (-2.533, -2.126, 0.125)
O (-3.610, -2.224, 0.645)
O (-1.403, -1.905, 0.776)
C (0.705, -1.590, -3.252)
O (1.193, -1.584, -4.349)
O (1.353, -1.302, -2.136)
H (-3.663, -2.544, -5.448)
H (-1.361, -2.034, -5.059)
H (-4.375, -2.563, -1.968)
F (-4.716, 2.939, -0.570)
C (-3.528, 3.067, 0.051)
C (-2.550, 2.169, -0.226)
C (-1.267, 2.328, 0.320)
C (-0.260, 1.319, 0.077)
O (-0.511, 0.393, -0.764)
C (0.939, 1.456, 0.798)
C (1.164, 2.615, 1.491)
N (0.283, 3.618, 1.630)
C (0.856, 4.878, 2.117)
C (0.371, 6.227, 1.701)
C (0.259, 5.788, 3.143)
C (-1.003, 3.444, 1.125)
C (-2.060, 4.311, 1.459)
C (-3.333, 4.143, 0.947)
N (-4.398, 5.003, 1.276)
C (-4.130, 6.198, 2.056)
C (-5.120, 7.300, 1.645)
N (-6.379, 6.653, 1.135)
C (-6.694, 5.463, 1.989)
C (-5.689, 4.379, 1.615)
C (2.047, 0.443, 0.782)
O (3.196, 0.797, 0.884)
O (1.700, -0.821, 0.740)
H (-2.756, 1.329, -0.874)
H (2.134, 2.760, 1.949)
H (1.928, 4.767, 2.173)
H (-0.528, 6.285, 1.105)
H (1.119, 6.959, 1.436)
H (-0.704, 5.566, 3.577)
H (0.954, 6.215, 3.852)
H (-1.883, 5.081, 2.184)
H (-3.133, 6.573, 1.843)
H (-4.186, 6.009, 3.135)
H (-4.734, 7.933, 0.849)
H (-5.395, 7.922, 2.494)
H (-6.212, 6.325, 0.181)
H (-7.147, 7.324, 1.103)
H (-7.715, 5.137, 1.806)
H (-6.613, 5.795, 3.023)
H (-6.060, 3.831, 0.755)
H (-5.604, 3.674, 2.450)
C (5.898, -5.609, -4.141)
C (4.966, -4.663, -4.539)
C (4.421, -3.786, -3.610)
C (4.800, -3.875, -2.273)
C (5.762, -4.803, -1.878)
C (6.301, -5.675, -2.815)
Sb (3.892, -2.595, -0.845)
C (2.015, -3.598, -0.699)
C (1.201, -3.460, 0.475)
C (0.030, -4.281, 0.624)
C (-0.373, -5.090, -0.392)
C (0.394, -5.166, -1.580)
C (1.551, -4.442, -1.731)
C (4.617, -3.356, 1.001)
C (4.438, -4.697, 1.349)
C (4.873, -5.157, 2.584)
C (5.479, -4.283, 3.475)
C (5.657, -2.951, 3.132)
C (5.226, -2.485, 1.896)
H (6.327, -6.285, -4.869)
H (4.669, -4.596, -5.578)
H (3.713, -3.032, -3.939)
H (6.099, -4.851, -0.851)
H (7.040, -6.404, -2.508)
H (1.623, -2.972, 1.345)
H (-0.519, -4.245, 1.555)
H (-1.265, -5.692, -0.287)
H (0.078, -5.836, -2.370)
H (2.150, -4.562, -2.625)
H (3.970, -5.390, 0.658)
H (4.738, -6.198, 2.850)
H (5.813, -4.642, 4.440)
H (6.132, -2.272, 3.827)
H (5.364, -1.443, 1.632)

Summary:
net charge	+2
ΔE to the lowest compared entry with this formula, charge and spin	1.445	eV
frontier orbital gap (spin up / spin down)	5.0305 / 5.0292	eV
E_LUMO (spin up / spin down)	-6.53 / -6.53	eV
F_max	1.37	eV Å⁻¹
electronic energy	-2901.8974	Ha

Mulliken atomic charge list, values in e, 5 entries: Pt 2.28; O -0.51; C 0.81; C -0.60; C 0.08